Below is C21H34N4O4S in the gas phase at a distorted geometry, with properties calculated with ωB97M-V/def2-TZVPD.

Charge = 0
Relative energy (zero: lowest compared OMol25 entry of this formula, charge and spin) = 69.1 kJ/mol
DFT total energy = -47314.4582 eV
F_max = 0.0199 hartree/bohr
Gap between HOMO and LUMO = 8.6 eV
HOMO level = -8.01 eV

Last column: Löwdin charge in e.
Element x y z (Å)
C  -4.39  -2.24  0.40  -0.078
N  -3.72  -0.97  0.55  -0.219
C  -2.98  -0.82  1.77  -0.178
C  -1.86  -1.86  2.04  -0.144
N  -0.76  -1.77  1.10  0.082
C  -0.54  -2.70  0.15  -0.482
O  -1.25  -3.68  -0.01  0.057
C  0.68  -2.43  -0.72  -0.209
C  1.94  -2.39  0.16  -0.129
C  3.15  -1.86  -0.61  -0.183
N  2.87  -0.62  -1.30  -0.230
S  2.72  0.71  -0.30  0.641
O  2.37  1.83  -1.12  -0.251
O  1.90  0.47  0.85  -0.273
N  4.30  0.80  0.22  -0.235
C  4.48  1.61  1.42  -0.167
C  5.94  1.46  1.88  -0.184
O  6.83  1.87  0.86  -0.125
C  6.64  1.11  -0.31  -0.184
C  5.21  1.23  -0.83  -0.176
C  1.78  -0.74  -2.24  -0.182
C  0.49  -1.13  -1.52  -0.133
C  -3.05  -0.54  -0.66  -0.201
C  -4.00  0.29  -1.55  -0.128
C  -4.37  1.56  -0.84  -0.241
C  -5.42  1.59  0.07  -0.046
C  -5.73  2.74  0.76  -0.087
C  -4.98  3.89  0.56  -0.103
C  -3.93  3.88  -0.34  -0.092
C  -3.62  2.72  -1.03  -0.049
H  -4.91  -2.48  1.32  0.090
H  -3.70  -3.06  0.15  0.076
H  -5.13  -2.17  -0.40  0.081
H  -3.69  -0.90  2.60  0.117
H  -2.55  0.18  1.79  0.122
H  -2.26  -2.87  1.96  0.113
H  -1.48  -1.70  3.05  0.120
H  -0.16  -0.97  1.16  0.122
H  0.77  -3.26  -1.42  0.153
H  1.78  -1.74  1.02  0.091
H  2.16  -3.40  0.53  0.130
H  3.48  -2.58  -1.36  0.132
H  3.98  -1.66  0.08  0.116
H  3.79  1.23  2.18  0.121
H  4.26  2.66  1.22  0.138
H  6.14  2.11  2.73  0.131
H  6.13  0.41  2.15  0.130
H  7.35  1.50  -1.04  0.130
H  6.86  0.05  -0.11  0.129
H  5.04  0.58  -1.69  0.122
H  4.99  2.27  -1.12  0.131
H  2.06  -1.50  -2.99  0.134
H  1.66  0.22  -2.73  0.117
H  0.23  -0.31  -0.86  0.096
H  -0.32  -1.27  -2.24  0.125
H  -2.68  -1.40  -1.24  0.114
H  -2.20  0.09  -0.40  0.112
H  -3.50  0.51  -2.49  0.113
H  -4.90  -0.29  -1.76  0.109
H  -6.00  0.69  0.23  0.109
H  -6.55  2.75  1.46  0.099
H  -5.22  4.80  1.10  0.097
H  -3.34  4.77  -0.51  0.099
H  -2.80  2.71  -1.73  0.110

---

Below is C21H34NO4 as an isolated structure at a distorted geometry, with properties calculated with ωB97M-V/def2-TZVPD.

Charge = +1
Relative energy (zero: lowest compared OMol25 entry of this formula, charge and spin) = 1503.2 kJ/mol
DFT total energy = -31983.1395 eV
F_max = 0.3278 hartree/bohr
Gap between HOMO and LUMO = 7.9 eV
HOMO level = -10.46 eV

Last column: Löwdin charge in e.
Element x y z (Å)
C  6.01  3.78  -0.08  -0.093
C  6.59  2.61  0.69  -0.073
H  7.67  2.76  0.82  0.124
H  5.97  2.59  1.63  0.115
O  6.23  1.19  -0.11  -0.009
C  4.99  0.69  0.26  -0.338
O  4.05  1.06  1.06  0.028
C  4.96  -0.52  -0.69  -0.304
H  5.87  -0.62  -1.20  0.148
C  3.85  -0.58  -1.57  -0.078
C  2.42  -0.33  -0.82  0.011
N  2.26  -1.62  -0.06  -0.107
H  2.51  -2.74  -0.66  0.300
C  1.04  -1.78  0.67  -0.063
H  0.62  -0.92  0.83  0.072
H  1.02  -2.57  1.62  0.206
C  0.11  -2.68  -0.35  -0.412
C  -1.17  -3.19  0.43  -0.153
O  -1.60  -2.11  1.16  -0.077
C  -2.69  -1.28  0.88  -0.214
C  -3.29  -0.52  1.65  -0.081
C  -4.34  0.49  1.55  0.075
C  -4.66  0.66  0.14  -0.155
C  -4.11  -0.21  -0.70  -0.149
C  -3.07  -1.01  -0.79  0.073
H  -2.56  -1.76  -1.36  0.069
H  -4.33  -0.37  -1.92  0.173
C  -5.70  1.72  -0.27  -0.647
C  -5.34  2.92  0.28  -0.039
H  -5.99  3.66  0.00  0.082
H  -4.34  3.33  -0.42  0.198
H  -5.08  2.99  1.10  -0.036
C  -6.06  1.63  -1.71  -0.077
H  -6.49  0.49  -2.09  0.169
H  -6.91  2.26  -1.90  0.069
H  -5.19  2.07  -2.30  0.106
C  -6.98  1.20  0.37  -0.054
H  -7.80  1.91  0.58  0.092
H  -6.85  1.27  1.63  0.150
H  -7.45  0.32  0.38  0.033
H  -4.57  0.92  2.34  0.020
H  -3.07  -0.57  3.00  0.212
H  -0.87  -4.00  1.00  0.103
H  -1.91  -3.67  -0.34  0.170
O  0.74  -3.44  -1.14  0.060
H  0.42  -4.17  -1.56  0.096
H  -0.20  -1.87  -1.07  0.147
C  3.57  -1.84  1.10  0.039
C  4.83  -1.63  0.29  -0.153
H  5.45  -1.64  1.21  0.155
H  4.95  -2.61  -0.22  0.135
H  3.35  -2.51  1.67  0.014
H  3.52  -0.71  1.55  0.161
H  1.72  -0.63  -1.46  0.089
H  2.51  0.29  -0.09  0.053
H  3.91  0.45  -1.99  0.146
H  3.86  -1.47  -2.28  0.165
H  4.80  3.74  -0.25  0.149
H  6.24  4.81  0.34  0.116
H  6.59  3.73  -0.85  -0.012

---

Below is C21H34NO4P as an isolated structure at a distorted geometry, with properties calculated with ωB97M-V/def2-TZVPD.

Charge = 0
Relative energy (zero: lowest compared OMol25 entry of this formula, charge and spin) = 1761.4 kJ/mol
DFT total energy = -41282.7390 eV
F_max = 0.2899 hartree/bohr
Gap between HOMO and LUMO = 8.3 eV
HOMO level = -7.72 eV

Last column: Löwdin charge in e.
Element x y z (Å)
C  5.09  0.23  -1.80  -0.118
N  4.24  -0.85  -1.63  -0.196
C  3.25  -0.95  -0.68  -0.300
C  3.04  0.19  0.08  -0.044
C  2.20  0.28  1.05  0.077
C  1.55  -1.15  1.39  -0.079
C  1.99  -2.38  0.79  0.036
C  2.82  -2.14  -0.44  -0.053
H  3.11  -3.10  -0.93  0.101
H  1.41  -3.17  0.94  0.052
C  0.27  -1.30  2.22  -0.342
O  0.75  -0.51  3.36  -0.133
H  0.04  -0.16  4.08  0.170
H  0.03  -2.28  2.56  0.126
H  1.85  1.06  1.50  0.054
H  3.59  0.97  -0.08  0.057
C  4.92  -2.10  -2.16  -0.067
H  5.42  -2.84  -1.52  0.081
H  3.88  -2.67  -2.80  0.159
H  5.52  -2.02  -3.07  0.051
H  4.53  1.16  -2.18  0.124
H  5.82  -0.08  -2.72  0.138
H  5.64  0.40  -1.02  0.026
P  -1.23  -0.57  1.86  0.391
O  -2.29  -0.21  2.65  -0.183
O  -0.83  1.06  1.22  -0.200
C  -1.35  2.33  1.48  -0.440
C  -1.56  2.70  2.72  -0.324
C  -2.06  3.96  3.00  -0.253
C  -3.58  3.93  2.57  -0.114
C  -3.71  3.46  0.94  -0.155
C  -2.87  2.21  0.81  -0.100
H  -2.98  1.77  -0.14  0.086
H  -3.30  1.42  1.55  0.127
H  -4.60  3.36  0.74  0.003
H  -3.33  4.10  0.31  0.056
H  -4.09  5.05  2.47  0.137
H  -4.14  3.03  3.28  0.169
H  -2.12  4.36  3.96  0.092
H  -1.63  4.63  2.27  0.123
H  -0.40  2.76  3.32  0.190
H  -1.88  1.70  3.49  0.201
H  -0.83  2.90  0.73  0.162
O  -1.74  -1.21  0.68  -0.119
C  -1.22  -1.69  -0.74  -0.183
C  -0.71  -0.41  -1.30  -0.095
C  -0.04  -1.01  -2.57  -0.133
C  -1.12  -1.66  -3.36  -0.279
C  -1.85  -2.84  -2.84  -0.248
C  -2.31  -2.48  -1.50  -0.173
H  -2.84  -3.12  -0.89  0.093
H  -3.18  -1.59  -1.69  0.190
H  -2.73  -3.22  -3.33  0.124
H  -1.02  -3.65  -2.36  0.185
H  -0.73  -2.16  -4.28  0.126
H  -2.00  -1.22  -3.72  0.104
H  0.46  -0.18  -3.29  0.160
H  0.80  -1.86  -2.47  0.155
H  0.05  -0.09  -0.84  0.035
H  -1.53  0.08  -1.35  0.069
H  -0.47  -2.26  -0.35  0.099

---

What is the F_max in the second record?
0.3278 hartree/bohr